(1)
Entry from the Open Molecules 2025 dataset: C4H5ClF2 in the gas phase in a non-equilibrium geometry (ωB97M-V/def2-TZVPD).

Summary:
M   126.53 g mol⁻¹
F_max   7.4 eV Å⁻¹
Kohn-Sham gap   11.08 eV
SMILES   FC[C@]1(F)C[C@@H]1Cl

The geometry in ORCA input format:
```
! wB97M-V def2-TZVPD RIJCOSX def2/J DEFGRID3
* xyz 0 1
F -0.49483 -0.46286 2.29208
C -1.09743 0.02143 1.04735
C -0.30191 -0.37573 -0.16159
F -0.88040 -1.42210 -0.85465
C 1.14702 -0.24955 -0.06188
C 0.45179 0.50829 -1.20658
Cl -0.12332 2.19058 -1.38173
H -0.94630 1.07535 1.18498
H -2.04600 -0.13230 0.95242
H 1.73070 -1.10030 -0.57197
H 1.82810 -0.16929 0.95800
H 0.73259 0.11650 -2.19644
*
```


(2)
Entry from the Open Molecules 2025 dataset: a molecular structure, C3H10N2 in a non-equilibrium geometry (ωB97M-V/def2-TZVPD).

Summary:
M   74.13 g mol⁻¹
F_max   4.8 eV Å⁻¹
Kohn-Sham gap   9.73 eV

The geometry in ORCA input format:
```
! wB97M-V def2-TZVPD RIJCOSX def2/J DEFGRID3
* xyz 0 1
N 2.15089 -1.03603 -0.29579
C 0.73363 -0.64181 -0.43402
C 0.13628 -0.05215 0.86033
C -1.20979 0.60111 0.48733
N -2.11736 -0.28645 0.23823
H 2.55411 -1.03234 -1.23023
H 2.65637 -0.26670 0.14005
H 0.69034 0.10176 -1.23055
H 0.11227 -1.52662 -0.61823
H 0.80689 0.75577 1.22492
H -0.06188 -0.85850 1.56246
H -1.41298 1.57079 0.94320
H -0.89970 1.07507 -0.90575
H -1.15504 1.61003 -1.44558
H -2.98403 -0.01393 0.70363
*
```


(3)
Entry from the Open Molecules 2025 dataset: a molecular structure, C42H24CoF15GeN2O7PS in a non-equilibrium geometry (ωB97M-V/def2-TZVPD).

Summary:
M   1148.22 g mol⁻¹
F_max   3.5 eV Å⁻¹
Kohn-Sham gap (spin up / spin down)   4.02 / 3.99 eV
<S²>   0.78

The geometry in ORCA input format:
```
! wB97M-V def2-TZVPD RIJCOSX def2/J DEFGRID3
* xyz 0 2
Co 0.45770 -0.17210 0.08340
O -0.67680 -1.15360 -1.73050
C -2.01280 -0.83380 -2.11210
C -3.02540 -1.21310 -1.02340
N -3.02300 -0.37680 0.14980
C -2.87280 -0.98510 1.41030
C -1.57090 -1.92310 1.56570
O -1.74620 -2.93890 2.19600
O -0.53350 -1.49040 1.02470
C -3.15360 1.02740 0.02070
C -1.80150 1.81480 -0.20530
O -1.89720 2.86380 -0.84460
O -0.76970 1.33140 0.29270
H -0.11450 -0.97170 -2.49750
H -2.27270 -1.41380 -3.00670
H -2.08630 0.23460 -2.35000
H -2.81880 -2.23430 -0.69580
H -4.01510 -1.17950 -1.50100
H -3.70540 -1.66350 1.63250
H -2.79750 -0.22290 2.18650
H -3.58790 1.45840 0.92610
H -3.79940 1.27430 -0.82280
F 0.59290 4.79120 -1.39140
C 0.32270 5.55680 -2.44900
C -0.53910 5.07270 -3.41240
C -0.81570 5.87690 -4.49890
F -1.68220 5.43870 -5.42540
C -0.24650 7.13290 -4.64940
F -0.52660 7.88280 -5.71810
C 0.61830 7.60380 -3.66870
F 1.16880 8.81100 -3.79410
C 0.90290 6.81600 -2.55820
F 1.72350 7.28040 -1.61340
Ge -1.46820 3.27650 -3.21180
S 0.92050 1.36030 -2.27960
C -1.60010 2.69720 -5.20760
C -0.38790 2.35720 -5.77710
F 0.72000 2.60930 -5.05490
C -0.27510 1.78170 -7.03330
F 0.91910 1.46300 -7.54350
C -1.43860 1.50540 -7.74670
F -1.37250 0.88860 -8.92820
C -2.67210 1.86190 -7.21290
F -3.79340 1.60680 -7.89330
C -2.73500 2.46930 -5.96300
F -3.93650 2.84120 -5.50880
C -3.38770 3.84280 -2.84580
C -3.80820 5.07300 -2.38240
F -2.93420 6.08720 -2.33260
C -5.11470 5.29130 -1.95400
F -5.49350 6.48990 -1.50060
C -6.03250 4.24600 -1.99190
F -7.28670 4.43660 -1.57840
C -5.62960 2.98900 -2.43620
F -6.49180 1.96350 -2.44570
C -4.31580 2.82150 -2.83660
F -3.88080 1.59570 -3.21580
O 1.79380 -0.35440 1.69540
P 2.74790 -1.50680 1.66180
C 4.14230 -1.18440 2.76680
C 4.32780 0.10340 3.25110
C 5.39290 0.36460 4.09600
C 6.26050 -0.65620 4.44980
C 6.07220 -1.94110 3.96420
C 5.00950 -2.21120 3.12220
C 1.96800 -3.06610 2.16320
C 1.07370 -3.01160 3.22370
C 0.40720 -4.15470 3.62360
C 0.63350 -5.34990 2.96190
C 1.54820 -5.41100 1.92350
C 2.22350 -4.27160 1.52420
C 3.37690 -1.76900 -0.02600
C 2.44320 -2.13910 -0.99030
C 2.83500 -2.24640 -2.31350
C 4.14550 -1.96460 -2.67100
C 5.06780 -1.58530 -1.71030
C 4.68830 -1.49610 -0.38080
H 3.63420 0.87890 2.95910
H 5.54650 1.36230 4.47960
H 7.09010 -0.44830 5.10800
H 6.75260 -2.73000 4.24750
H 4.84950 -3.21190 2.74540
H 0.89320 -2.06030 3.70280
H -0.30350 -4.11760 4.43300
H 0.10010 -6.23970 3.26020
H 1.72500 -6.34640 1.41350
H 2.94330 -4.31310 0.71810
H 1.42210 -2.36140 -0.68310
H 2.13070 -2.55120 -3.07350
H 4.44770 -2.05460 -3.70330
H 6.08100 -1.35040 -2.00120
H 5.39720 -1.20050 0.38030
O 2.67450 0.93710 -0.51570
N 1.51910 0.80470 -0.89710
*
```


Question: The lowest M belongs to which entry?
Answer: C3H10N2


Question: Which of these has the lowest F_max?
Answer: C42H24CoF15GeN2O7PS